Density functional theory data (ωB97M-V with the def2-TZVPD basis set) for a single C18H23N3O2 molecule in a non-equilibrium geometry.

Properties
- E_tot: -27603.78702 eV
- SMILES: Cc1noc(C)c1C(=O)N1CCN(CCc2ccccc2)CC1
- Relative energy (zero: lowest compared OMol25 entry of this formula, charge and spin): 57.7 kcal/mol

Last column: Mulliken charge in e.
Positions of all 46 atoms, in Å:
1 H 0.615 3.776 -0.524  0.435
2 C 1.802 0.072 1.073  0.537
3 N 4.194 2.313 -0.599  -0.796
4 H -0.806 -3.263 0.741  0.374
5 C -1.064 -0.899 -0.527  0.080
6 O 1.244 0.368 2.116  -0.632
7 C -2.446 -1.281 0.016  -1.123
8 H 0.141 2.269 -1.313  0.227
9 H -5.354 3.220 0.328  0.383
10 H 2.824 -0.774 -1.194  0.416
11 H 0.738 -0.861 -2.243  0.453
12 H -1.214 -0.334 -1.452  0.530
13 H 0.453 -1.711 2.040  0.433
14 H -3.619 2.739 2.017  0.402
15 H -2.309 0.664 1.883  0.444
16 H 5.990 0.763 0.311  0.411
17 C 1.025 -2.210 1.254  -0.781
18 C 0.929 -1.754 -1.647  -1.070
19 C -4.263 0.241 -0.833  -0.345
20 C 2.190 -1.547 -0.765  -0.632
21 N 1.798 -1.186 0.575  0.173
22 O 3.011 2.927 -0.846  -0.186
23 C -4.776 2.310 0.268  -0.409
24 C -3.289 -0.041 0.114  0.179
25 N -0.260 -2.063 -0.872  0.020
26 H -0.581 -0.230 0.198  -0.121
27 H -2.348 -1.730 1.006  0.435
28 H 2.765 -2.478 -0.706  0.360
29 C -3.066 0.871 1.139  -0.195
30 C 0.098 -2.917 0.242  -0.850
31 C 2.540 1.089 0.285  1.010
32 H -4.444 -0.460 -1.636  0.371
33 H -5.764 1.612 -1.498  0.379
34 H -2.904 -2.009 -0.655  0.406
35 H 0.050 2.397 0.448  0.285
36 H 4.941 0.185 1.625  0.306
37 C 3.946 1.223 0.074  0.476
38 C -3.803 2.039 1.215  -0.811
39 C 5.026 0.323 0.548  -1.138
40 C 2.014 2.210 -0.304  -0.127
41 C 0.619 2.694 -0.430  -1.109
42 H 1.111 -2.587 -2.336  0.360
43 H 4.950 -0.655 0.075  0.237
44 H 1.702 -2.932 1.723  0.371
45 H 0.600 -3.791 -0.181  0.400
46 C -5.005 1.407 -0.756  -0.568